1.
Density functional theory data (wB97M-V/def2-TZVPD) for a structure of composition C43H48ClIrN10O3S3 in a non-equilibrium geometry.

As for the HOMO-LUMO gap (alpha / beta): 6.84 / 5.51 eV. As for the spin multiplicity: 6. As for the LUMO energy (alpha / beta): -2.13 / -4.13 eV. As for the charge: +1. The total energy comes out at -114267.696 eV. Its molecular weight is 1076.80 Da.

Atoms and positions in Å:
Ir -18.280747 7.081585 14.558813
C -18.552989 3.965491 14.147272
N -17.871680 4.951304 13.290292
C -16.418143 4.784822 13.405404
C -15.880656 5.216176 14.673562
C -14.990042 4.398599 15.376393
C -14.390996 4.903034 16.476229
C -14.695957 6.209396 16.975823
C -15.666488 6.906614 16.263931
N -16.286030 6.376402 15.178609
C -18.396559 4.953144 11.959658
C -18.189876 6.241037 11.282477
C -18.026136 6.330503 9.900674
C -18.027710 7.583862 9.278972
C -18.203993 8.720470 10.067961
C -18.279739 8.545777 11.465040
N -18.292730 7.331103 12.016027
C -19.914032 4.394715 14.511175
C -20.848879 3.545442 15.095025
C -22.050843 4.059682 15.390213
C -22.356620 5.413513 15.327001
C -21.359950 6.188823 14.857855
N -20.110493 5.748090 14.475950
H -18.144345 3.777747 15.127009
H -18.497634 3.000114 13.730019
H -15.974894 5.446302 12.675115
H -16.235424 3.662518 13.167483
H -14.778790 3.467637 14.863532
H -13.642917 4.284111 17.026503
H -14.330175 6.585707 17.925326
H -16.119240 7.868515 16.546245
H -19.487609 4.867664 11.985882
H -17.969944 4.175178 11.310155
H -17.915534 5.458806 9.261387
H -17.868139 7.747152 8.191294
H -18.307519 9.655352 9.550153
H -18.279514 9.508638 12.043455
H -20.535660 2.514078 15.209560
H -22.860287 3.435558 15.667847
H -23.359978 5.718727 15.602326
H -21.434896 7.260865 14.747806
N -23.548456 1.917031 19.055622
C -22.301700 2.439360 18.798060
C -22.027151 3.795886 18.956420
C -20.719007 4.131387 18.695839
C -19.790889 3.266823 18.176857
C -20.189157 1.976955 17.820055
C -21.418523 1.490358 18.084048
S -18.055476 3.901665 18.290133
O -17.780693 4.248450 19.667219
O -17.192739 2.991099 17.640744
N -18.221130 5.198889 17.349661
C -18.435854 6.536428 17.702882
S -18.563159 7.323528 19.232307
C -18.986594 8.937040 18.521425
C -18.707142 8.719922 17.117075
N -18.608333 7.354222 16.683950
H -24.324414 2.466033 19.460083
H -23.796686 0.937621 18.843747
H -22.855163 4.384387 19.387460
H -20.301698 5.144467 18.926610
H -19.423613 1.306090 17.326845
H -21.708387 0.585218 17.666006
H -19.872007 8.992288 19.074245
H -19.036000 9.417576 16.332240
C -12.530979 7.905109 15.692526
C -11.507761 8.690608 14.866484
C -10.189846 7.855077 15.003035
C -11.152197 10.031900 15.482909
C -11.958211 8.833324 13.361931
O -12.413527 7.586867 12.767591
C -10.667618 9.294334 12.594384
C -10.655264 10.414838 11.602109
C -10.141241 11.717931 12.240198
C -11.015075 12.728123 12.548677
C -10.670801 14.006987 13.037686
C -9.360259 14.214551 13.303575
Cl -8.746045 15.725851 13.833463
C -8.423002 13.222060 13.014139
C -8.793206 12.001414 12.511178
C -13.022555 9.845969 13.091758
N -14.423847 9.693960 13.449438
C -15.195701 8.636691 13.206324
N -16.281858 8.724145 13.923118
C -16.125990 9.859788 14.585080
N -14.976114 10.503946 14.379815
H -12.123727 7.619902 16.671318
H -12.767822 7.014279 15.164669
H -13.496254 8.403477 15.767649
H -9.997490 7.644270 16.039179
H -9.392877 8.444728 14.654526
H -10.271335 6.841326 14.512783
H -10.532476 9.832070 16.363361
H -12.028636 10.650684 15.731872
H -10.642582 10.711670 14.810338
H -11.708202 6.925834 12.715576
H -10.260388 8.338634 12.207496
H -9.929348 9.605640 13.336613
H -11.521354 10.712026 11.075364
H -9.947507 10.201348 10.853114
H -12.028248 12.607183 12.325453
H -11.380159 14.675059 13.465305
H -7.366196 13.346286 13.259510
H -8.003228 11.255348 12.405792
H -13.073620 9.907350 11.960296
H -12.788152 10.774534 13.594969
H -14.869880 7.879482 12.474050
H -16.908337 10.202588 15.234551
S -17.601314 10.106287 19.030760

Cartesian forces, eV/Å:
Ir 0.516 -0.072 -1.795
C -0.060 0.595 0.078
N 0.129 0.028 2.396
C -1.389 -2.042 -2.185
C 0.485 -0.202 2.678
C -0.490 0.539 -2.089
C 1.448 0.625 2.614
C -1.009 -1.117 -1.092
C -0.770 -0.555 0.068
N 0.846 -0.288 0.357
C -0.101 -0.384 -0.570
C 0.112 0.962 -1.562
C 0.155 0.345 -0.774
C 0.051 0.283 0.061
C -0.032 -1.241 0.430
C 0.133 1.364 -1.411
N 0.076 1.438 1.733
C -0.405 2.285 0.711
C 1.911 -0.359 -1.419
C -1.832 0.084 0.742
C -0.131 -1.064 -0.290
C 2.102 1.567 -0.540
N -2.009 -1.798 0.398
H 1.235 0.680 0.509
H -0.342 -1.409 -1.051
H 0.279 -0.131 -0.743
H 0.460 1.815 0.340
H 0.327 -0.209 0.681
H -0.770 0.573 -0.432
H 0.233 -0.038 -0.328
H 0.639 -0.426 0.245
H 0.097 -0.494 0.219
H -0.192 -0.269 0.291
H 0.023 -0.099 0.368
H -0.262 -0.571 0.870
H 0.173 0.509 0.376
H -0.213 -1.534 0.075
H -0.554 -0.052 -0.019
H -0.434 -0.835 0.576
H 0.318 0.411 -0.150
H -0.286 0.165 0.177
N -1.578 -0.227 0.591
C -1.114 -2.652 -2.184
C -0.484 -1.422 0.524
C 1.039 2.398 0.505
C 0.988 0.002 0.631
C 3.030 -0.972 -0.844
C -0.675 3.974 1.700
S -2.663 1.407 0.882
O -0.173 -0.020 -0.328
O 1.015 -1.270 -1.050
N -0.043 3.057 0.556
C 0.549 -4.340 -1.838
S 0.903 -1.102 1.409
C 3.262 -0.508 0.515
C -1.750 -1.438 -2.592
N -0.057 3.007 0.444
H 1.110 -0.473 -0.424
H 0.588 1.183 0.246
H 0.968 0.166 -0.281
H -0.886 -0.817 -0.081
H -0.862 0.808 0.540
H -0.851 -1.590 -0.110
H -1.904 1.670 -0.108
H 0.263 -0.146 0.521
C -0.037 0.841 -0.202
C 0.274 -1.211 0.286
C -1.714 -1.236 -0.743
C -0.904 0.711 0.234
C 1.452 -0.924 0.368
O -0.319 0.412 0.393
C 0.136 -1.213 0.812
C 1.147 1.755 0.811
C 0.216 0.185 -0.156
C 0.078 1.311 -0.010
C -0.059 -1.686 0.653
C 1.553 -0.119 -0.645
Cl -0.068 0.496 0.407
C 0.751 -0.184 0.436
C -0.062 -0.759 0.104
C -1.038 0.869 -2.088
N 0.970 -1.001 0.943
C 1.087 -0.548 -1.227
N -1.418 -0.644 -0.535
C 0.201 1.637 1.090
N -1.089 -1.008 -0.265
H -0.300 0.334 -0.139
H -0.022 -1.057 -0.433
H 0.071 0.385 0.394
H -0.071 0.018 0.566
H 1.329 0.185 -0.598
H 0.294 1.060 0.184
H -0.243 0.433 -0.041
H 0.000 -0.504 0.440
H 0.656 -0.153 -0.194
H -0.007 0.440 0.198
H -0.147 0.618 -0.236
H -0.181 -0.168 -0.197
H -1.271 -0.267 -0.436
H 0.933 -0.535 -1.080
H -1.603 -0.394 -0.229
H -0.720 0.551 -0.424
H -0.369 0.336 -0.125
H -0.286 0.064 -0.257
H 0.330 0.469 1.335
H 0.485 0.376 -0.516
H -0.420 0.376 0.676
H 0.103 0.375 0.322
S -0.860 -0.401 0.357



2.
Density functional theory data (wB97M-V/def2-TZVPD) for a structure of composition C43H48O4PtSb2.

As for the HOMO-LUMO gap (alpha / beta): 7.06 / 7.06 eV. As for the LUMO energy (alpha / beta): -0.82 / -0.82 eV. The total energy comes out at -69879.358 eV. Its molecular weight is 1067.45 Da.

Atoms and positions in Å:
Pt 0.033678 -0.098794 -0.682793
C 0.542744 1.049497 4.918175
Sb 0.562119 0.399817 2.862765
C 2.662716 -0.025616 2.929782
C 0.612706 2.464984 2.132883
C 1.835584 3.252259 2.458895
C 1.782772 4.109906 3.562449
C 2.865050 4.870978 3.962211
C 4.049349 4.796504 3.244982
C 4.118927 3.952096 2.151807
C 3.040219 3.163746 1.744040
C 3.328903 2.237559 0.582176
Sb 1.940834 1.596725 -0.912694
C 3.436487 0.864427 -2.225800
C 1.546016 3.484309 -1.793505
H 1.359687 1.746443 5.103518
H 0.660715 0.182857 5.567586
H -0.406022 1.531336 5.152641
H 3.243767 0.866893 3.160493
H 2.997149 -0.480093 1.999324
H 2.801125 -0.755096 3.728286
H -0.258487 2.913096 2.613293
H 0.383686 2.434683 1.068849
H 0.850988 4.180182 4.111183
H 2.780944 5.522907 4.821615
H 4.908638 5.388048 3.530633
H 5.044902 3.890107 1.591232
H 3.780989 1.309889 0.940973
H 4.089667 2.718650 -0.039035
H 4.194297 1.629747 -2.389628
H 2.995270 0.574834 -3.177554
H 3.895497 -0.013857 -1.772983
H 2.511734 3.962933 -1.949937
H 0.946579 4.090907 -1.117150
H 1.026109 3.381243 -2.743091
C -3.110749 -5.476555 0.688572
C -1.935762 -4.750723 1.305313
C -1.348390 -5.483321 2.500211
O -2.317537 -3.430943 1.726441
C -1.517598 -2.451735 1.074009
C -0.332776 -3.318202 0.583179
O -0.950913 -4.562378 0.303498
C 0.737448 -2.887251 -0.461879
O 1.130780 -1.574980 -0.075992
C 0.451299 -3.003049 -1.957268
C 1.226109 -2.229310 -2.815824
C 1.078974 -2.319975 -4.190228
C 0.162625 -3.207374 -4.735900
C -0.588775 -4.006110 -3.887633
C -0.445558 -3.910201 -2.510124
C 1.981221 -3.761123 -0.214776
C 3.207170 -3.185015 0.098347
C 4.331688 -3.975963 0.296157
C 4.245034 -5.353889 0.186772
C 3.023618 -5.934010 -0.127163
C 1.901844 -5.146551 -0.329379
C -2.329248 -1.539464 0.093895
O -1.505770 -1.249751 -0.997653
C -3.601106 -2.187619 -0.440122
C -4.704164 -2.378013 0.387869
C -5.853884 -2.981358 -0.093780
C -5.917936 -3.404060 -1.415413
C -4.829356 -3.201429 -2.248628
C -3.678828 -2.588332 -1.766654
C -2.670036 -0.220075 0.801161
C -2.656868 0.962956 0.059846
C -2.853647 2.192331 0.674568
C -3.090193 2.256651 2.040947
C -3.141908 1.082697 2.778477
C -2.932335 -0.145000 2.163438
H -3.911973 -5.573958 1.420475
H -2.802132 -6.474090 0.373315
H -3.482845 -4.927542 -0.173234
H -2.095184 -5.557636 3.290566
H -0.485187 -4.946485 2.891618
H -1.039156 -6.486652 2.208011
H -1.110377 -1.795927 1.841107
H 0.279466 -3.421727 1.492882
H 1.965533 -1.556625 -2.397649
H 1.690147 -1.703200 -4.837712
H 0.042408 -3.282128 -5.809011
H -1.302495 -4.710110 -4.297860
H -1.051390 -4.528497 -1.868178
H 3.273349 -2.111543 0.191198
H 5.277923 -3.509074 0.540250
H 5.119833 -5.972084 0.340881
H 2.942401 -7.009460 -0.221424
H 0.959906 -5.613295 -0.582844
H -4.663234 -2.064741 1.422793
H -6.699804 -3.126516 0.565809
H -6.814882 -3.878577 -1.792687
H -4.871856 -3.515143 -3.284273
H -2.832584 -2.427090 -2.416842
H -2.521201 0.910859 -1.016581
H -2.834583 3.099435 0.083306
H -3.245022 3.212569 2.524517
H -3.334499 1.122265 3.843538
H -2.948225 -1.049801 2.760027

Cartesian forces, eV/Å:
Pt -0.624 0.620 -0.108
C 0.012 -0.007 -0.009
Sb 0.013 0.042 0.102
C 0.026 -0.019 0.006
C 0.036 -0.026 -0.061
C 0.024 -0.061 0.012
C -0.014 0.025 0.014
C 0.022 0.001 -0.011
C -0.028 -0.011 0.008
C 0.009 0.046 -0.023
C -0.021 0.013 -0.026
C 0.052 0.005 -0.032
Sb 0.167 -0.245 0.175
C 0.042 0.037 -0.014
C -0.034 0.007 0.023
H 0.011 0.022 0.003
H -0.001 -0.016 0.014
H -0.022 0.013 0.003
H 0.019 0.003 0.016
H -0.014 -0.018 -0.029
H 0.015 -0.006 0.018
H -0.006 -0.002 -0.009
H -0.015 0.005 0.011
H -0.007 -0.004 0.011
H 0.000 0.011 0.007
H 0.010 0.005 0.005
H 0.009 -0.001 0.003
H -0.041 0.007 0.032
H 0.031 -0.058 0.014
H 0.014 -0.015 -0.013
H -0.028 0.008 -0.004
H 0.011 -0.013 -0.003
H -0.035 0.075 -0.034
H 0.000 0.012 0.013
H 0.000 -0.036 -0.011
C 0.010 -0.048 0.042
C 0.047 0.083 -0.030
C -0.052 -0.023 0.016
O 0.010 -0.043 -0.020
C 0.080 0.022 0.040
C 0.014 0.021 -0.017
O -0.113 0.011 0.018
C -0.068 0.192 0.252
O 0.484 -0.274 -0.144
C -0.057 -0.050 0.002
C 0.074 0.052 -0.009
C -0.008 -0.005 -0.027
C -0.002 -0.005 0.005
C -0.018 0.019 -0.029
C -0.031 0.063 -0.008
C 0.080 -0.012 0.028
C -0.034 -0.034 0.017
C 0.003 0.004 0.008
C -0.002 -0.014 -0.003
C 0.004 -0.028 0.005
C 0.003 -0.040 -0.043
C 0.316 -0.015 -0.187
O -0.121 -0.266 -0.178
C -0.063 -0.011 0.126
C -0.014 -0.026 0.011
C 0.014 -0.013 -0.001
C -0.018 0.000 -0.002
C -0.009 0.017 -0.007
C 0.008 -0.075 -0.011
C -0.062 -0.013 0.094
C 0.067 0.018 -0.006
C -0.016 0.016 0.031
C -0.015 0.003 -0.022
C -0.031 0.012 0.009
C -0.081 0.016 -0.016
H -0.008 0.010 0.009
H 0.012 -0.001 0.007
H -0.008 0.044 -0.026
H -0.001 0.006 0.003
H 0.013 0.005 -0.004
H -0.004 -0.012 -0.005
H -0.010 0.039 0.027
H -0.045 -0.043 -0.008
H -0.044 -0.037 -0.006
H 0.010 0.006 -0.014
H 0.006 -0.001 -0.004
H -0.004 -0.001 -0.001
H -0.024 -0.017 0.023
H 0.012 0.029 0.000
H 0.005 0.003 0.001
H 0.007 -0.004 0.002
H 0.006 -0.010 -0.001
H 0.017 0.018 -0.008
H -0.004 -0.004 -0.017
H -0.016 -0.003 0.003
H 0.000 -0.006 -0.003
H -0.004 -0.005 -0.004
H 0.066 0.008 -0.017
H -0.012 -0.004 -0.014
H 0.001 0.006 -0.007
H 0.001 0.010 0.004
H -0.004 -0.007 0.007
H 0.003 -0.002 0.005